Formula: C41H55N11O6S3Zr
Source: OMol25
Level of theory: ωB97M-V/def2-TZVPD

Summary:
- energy relative to the best compared isomer or geometry (same formula, charge and spin) (kcal per mole) = 46.6
- strongest force on any atom (eV Å⁻¹) = 0.4
- highest occupied orbital energy (eV) = -12.4
- 2S+1 = 1
- charge = +2

```
117
C41H55N11O6S3Zr | OMol25 | ωB97M-V/def2-TZVPD
Zr -0.07 -0.08 0.46
C 0.51 -5.24 0.03
C 0.34 -3.76 0.14
N 1.03 -2.96 0.86
O 2.06 -3.44 1.62
C -0.79 -3.07 -0.57
C -2.05 -3.73 -1.00
N -0.64 -1.81 -0.61
O -1.60 -0.90 -0.81
H 1.53 -5.57 0.22
H 0.26 -5.57 -0.98
H -0.15 -5.76 0.72
H 2.09 -4.41 1.55
H -1.92 -4.79 -1.20
H -2.45 -3.23 -1.88
H -2.79 -3.61 -0.20
N -3.93 0.07 7.73
C -3.58 -0.13 6.43
C -2.29 -0.55 6.09
C -1.93 -0.71 4.77
C -2.86 -0.48 3.77
C -4.17 -0.10 4.08
C -4.52 0.09 5.40
S -2.45 -0.69 2.10
O -3.49 -1.40 1.43
O -1.09 -1.32 2.06
N -2.01 0.72 1.42
C -2.91 1.56 0.81
N -4.22 1.45 1.05
C -5.02 2.30 0.41
C -4.54 3.28 -0.45
C -3.17 3.34 -0.59
N -2.35 2.50 0.03
H -3.33 -0.26 8.46
H -4.90 0.19 7.97
H -1.57 -0.74 6.88
H -0.93 -1.05 4.52
H -4.89 0.06 3.29
H -5.53 0.39 5.65
H -6.08 2.19 0.60
H -5.20 3.97 -0.95
H -2.70 4.10 -1.21
O 0.24 2.18 0.32
H -0.71 2.49 0.09
H 0.48 2.65 1.13
N 7.17 -0.39 -1.44
C 6.06 -0.61 -2.19
O 6.07 -0.81 -3.38
C 4.74 -0.53 -1.46
C 4.48 0.40 -0.47
C 3.21 0.45 0.08
N 2.22 -0.36 -0.30
C 2.49 -1.26 -1.26
C 3.72 -1.37 -1.86
H 8.06 -0.48 -1.89
H 7.14 -0.41 -0.43
H 5.23 1.10 -0.14
H 2.97 1.20 0.82
H 1.67 -1.89 -1.57
H 3.88 -2.08 -2.66
C 1.11 4.62 -5.60
C 2.48 4.39 -4.96
C 2.53 3.32 -3.87
C 1.69 3.61 -2.63
N 0.25 3.41 -2.81
C -0.36 2.22 -2.85
S 0.46 0.78 -2.44
N -1.63 2.23 -3.30
C -2.49 1.06 -3.47
C -2.38 0.46 -4.86
C -2.64 1.45 -6.00
C -4.01 2.12 -5.94
H 1.21 5.22 -6.51
H 0.44 5.18 -4.94
H 0.63 3.68 -5.86
H 2.87 5.33 -4.56
H 3.19 4.09 -5.74
H 3.56 3.20 -3.54
H 2.22 2.35 -4.27
H 1.82 4.65 -2.31
H 2.00 2.97 -1.80
H -0.25 4.19 -3.21
H -1.96 3.09 -3.72
H -3.51 1.39 -3.26
H -2.21 0.33 -2.71
H -3.11 -0.36 -4.92
H -1.39 0.01 -4.97
H -2.53 0.91 -6.95
H -1.85 2.21 -6.01
H -4.81 1.37 -5.93
H -4.16 2.76 -6.81
H -4.13 2.74 -5.05
N 1.00 0.34 2.44
S 1.77 1.57 3.12
C 0.75 2.21 4.44
C -0.62 2.26 4.21
C -1.44 2.84 5.17
C -0.89 3.38 6.32
C 0.49 3.34 6.53
C 1.32 2.75 5.58
C 3.18 0.95 4.00
C 4.42 1.48 3.67
C 5.54 0.99 4.33
C 5.41 0.00 5.28
C 4.15 -0.52 5.60
C 3.02 -0.04 4.96
H 0.78 -0.39 3.10
H -1.04 1.83 3.31
H -2.51 2.87 5.01
H -1.53 3.84 7.06
H 0.92 3.76 7.42
H 2.39 2.72 5.75
H 4.51 2.26 2.92
H 6.52 1.40 4.09
H 6.28 -0.38 5.79
H 4.06 -1.29 6.35
H 2.04 -0.42 5.21
```